The following is a quantum chemistry calculation of a structure of composition C13H10N2O11PdS3, from the Open Molecules 2025 dataset.

ORCA input file:
```
! RIJCOSX wB97M-V def2-TZVPD def2/J DEFGRID3
* xyz -2 1
Pd -0.178 0.463 0.252
O 3.121 -0.878 -1.667
S 2.512 0.419 -1.380
O 3.381 1.551 -1.536
O 1.874 0.365 -0.025
C 1.171 0.579 -2.582
C 1.176 -0.401 -3.569
C 0.209 -0.425 -4.562
C -0.791 0.530 -4.563
C -0.807 1.508 -3.582
C 0.166 1.559 -2.590
S -0.019 2.989 -1.476
O -1.423 3.316 -1.574
O 0.896 3.989 -1.972
O 0.365 2.510 -0.113
H 1.947 -1.155 -3.532
H 0.232 -1.203 -5.315
H -1.571 0.511 -5.314
H -1.594 2.247 -3.545
O -5.387 -0.263 3.882
C -4.314 -0.132 3.330
C -2.956 -0.236 3.971
O -2.736 -0.509 5.141
C -1.961 0.041 2.920
C -2.642 0.265 1.688
O -2.129 0.526 0.536
C -4.091 0.152 1.867
O -4.964 0.251 1.020
O -0.711 0.071 3.109
C 2.461 -1.329 3.161
N 1.234 -1.535 2.424
C 1.216 -1.959 1.185
N 2.311 -2.505 0.620
S -0.246 -1.847 0.248
H 2.203 -0.867 4.110
H 3.134 -0.658 2.616
H 2.972 -2.274 3.366
H 0.382 -0.995 2.745
H 3.188 -2.326 1.087
H 2.369 -2.346 -0.382
*
```

As for the molecular weight: 572.8 g/mol. The largest force on an atom comes out at 0.69 eV Å⁻¹. The gap between HOMO and LUMO is 0.2263 Eh. The energy relative to the best compared isomer or geometry (same formula, charge and spin) comes out at 0.0 kcal/mol. The value obtained for the calculated total energy is -2761.1374 a.u. Its HOMO energy is -1.7 eV.

Here are the Löwdin charges for atoms 1 to 2, given in e: 0.829 -0.368

***

The following is a quantum chemistry calculation of a structure of composition C17H22N5O4PS6Ta in a non-equilibrium geometry, from the Open Molecules 2025 dataset.

ORCA input file:
```
! RIJCOSX wB97M-V def2-TZVPD def2/J DEFGRID3
* xyz 0 2
Ta -0.513 -0.783 0.171
S 0.314 -1.696 2.293
C -1.215 -2.501 2.504
S -2.150 -2.521 1.054
C -1.625 -2.952 3.732
C -0.863 -2.652 4.874
N -0.278 -2.337 5.812
C -2.849 -3.611 3.935
N -3.841 -4.158 4.120
N -2.547 0.318 -1.308
C -3.265 -0.641 -2.142
C -2.262 -1.503 -2.909
N -1.514 -2.293 -1.941
H -3.191 0.750 -0.650
H -2.134 1.055 -1.881
H -3.949 -0.151 -2.844
H -3.840 -1.294 -1.480
H -1.560 -0.865 -3.454
H -2.799 -2.137 -3.625
H -0.738 -2.797 -2.365
H -2.121 -2.983 -1.502
C -0.889 1.151 5.355
C 0.236 1.286 4.347
O -0.079 2.289 3.359
P -0.426 1.942 1.849
S 1.148 1.173 0.834
S -2.061 0.760 1.710
O -0.775 3.374 1.282
C 0.296 4.319 1.064
C 0.272 4.788 -0.376
H -0.661 0.314 6.011
H -1.836 0.952 4.857
H -0.992 2.060 5.942
H 0.432 0.327 3.856
H 1.155 1.628 4.826
H 1.259 3.850 1.296
H 0.120 5.146 1.755
H 0.443 3.951 -1.050
H 1.057 5.525 -0.527
H -0.690 5.238 -0.605
O 2.335 -1.728 0.146
S 1.801 -1.896 -1.171
O 1.138 -3.143 -1.447
N 0.696 -0.691 -1.431
C 1.055 0.101 -2.449
S 0.150 1.412 -2.889
C 2.293 -0.307 -3.102
C 2.859 0.258 -4.239
C 4.025 -0.296 -4.738
C 4.637 -1.371 -4.106
C 4.085 -1.930 -2.958
C 2.903 -1.405 -2.492
H 2.375 1.098 -4.714
H 4.461 0.112 -5.636
H 5.546 -1.786 -4.516
H 4.569 -2.745 -2.441
*
```

As for the expectation value of S²: 0.756. As for the molecular weight: 764.7 g/mol. The largest force on an atom comes out at 4.60 eV Å⁻¹. The gap between HOMO and LUMO (spin up / spin down) is 0.2227 / 0.2473 Eh. The energy relative to the best compared isomer or geometry (same formula, charge and spin) comes out at 49.0 kcal/mol. The value obtained for the calculated total energy is -4023.3872 a.u. Its HOMO energy (spin up / spin down) is -7.6 / -8.2 eV.

Here are the Löwdin charges for atoms 1 to 2, given in e: 0.987 0.596

***

The following is a quantum chemistry calculation of a structure of composition C30H48P2SeTi in a non-equilibrium geometry, from the Open Molecules 2025 dataset.

ORCA input file:
```
! RIJCOSX wB97M-V def2-TZVPD def2/J DEFGRID3
* xyz 1 2
Ti 1.478 -0.776 0.478
C 3.517 -0.242 -0.285
C 3.217 0.687 0.789
C 3.208 -1.481 1.687
C 3.541 -1.580 0.269
C 3.021 -0.082 1.999
C 3.830 0.096 -1.704
H 3.561 1.127 -1.957
H 3.311 -0.573 -2.404
H 4.904 -0.018 -1.904
C 4.084 -2.771 -0.454
H 4.262 -2.548 -1.514
H 3.423 -3.649 -0.402
H 5.067 -3.049 -0.021
C 3.238 -2.565 2.712
H 4.272 -2.918 2.857
H 2.625 -3.432 2.437
H 2.883 -2.205 3.686
C 2.822 0.472 3.367
H 3.772 0.494 3.919
H 2.133 -0.138 3.963
H 2.447 1.499 3.348
C 3.211 2.175 0.716
H 4.176 2.615 1.020
H 2.452 2.600 1.388
H 3.007 2.532 -0.301
C -3.509 2.468 -3.499
C -2.577 3.407 -3.726
C -2.697 4.872 -3.410
C -3.492 5.253 -2.126
C -3.173 4.458 -0.894
C -3.728 3.292 -0.540
C -4.809 2.544 -1.269
C -4.827 2.689 -2.818
H -3.170 5.412 -4.250
H -4.566 5.218 -2.343
H -1.675 5.282 -3.337
H -5.247 3.667 -3.084
H -3.367 1.451 -3.886
H -1.671 3.144 -4.286
H -5.533 1.933 -3.197
H -4.713 1.476 -1.006
H -3.441 2.838 0.418
H -5.804 2.850 -0.898
H -3.252 6.306 -1.909
H -2.463 4.948 -0.220
P 0.030 0.461 -1.244
P -0.465 -0.019 1.897
C -1.686 0.693 -0.575
C -1.950 0.062 0.791
H -2.379 0.272 -1.318
H -1.888 1.770 -0.554
H -2.715 0.635 1.338
H -2.317 -0.971 0.693
C -0.847 -1.143 3.267
H -0.092 -1.047 4.057
H -0.885 -2.181 2.923
H -1.827 -0.852 3.669
C -0.479 1.613 2.690
H -1.511 1.839 2.986
H -0.115 2.380 1.994
H 0.150 1.600 3.589
C -0.281 -0.552 -2.731
H 0.655 -0.719 -3.282
H -0.996 0.001 -3.367
H -0.718 -1.516 -2.445
C 0.496 2.054 -1.999
H 0.797 2.770 -1.225
H -0.349 2.471 -2.569
H 1.337 1.896 -2.688
Se 0.238 -2.912 0.097
C 0.313 -4.667 0.982
C -0.878 -5.366 1.256
C -0.824 -6.694 1.693
C 0.412 -7.328 1.896
C 1.598 -6.634 1.641
C 1.542 -5.315 1.181
H -1.836 -4.876 1.084
H -1.748 -7.239 1.875
H 0.449 -8.362 2.254
H 2.567 -7.116 1.795
H 2.453 -4.783 0.938
*
```

As for the expectation value of S²: 0.756. As for the molecular weight: 597.5 g/mol. The largest force on an atom comes out at 2.13 eV Å⁻¹. The gap between HOMO and LUMO (spin up / spin down) is 0.2714 / 0.2797 Eh. The energy relative to the best compared isomer or geometry (same formula, charge and spin) comes out at 0.0 kcal/mol. The value obtained for the calculated total energy is -5105.3537 a.u. Its HOMO energy (spin up / spin down) is -10.6 / -10.6 eV.

Here are the Löwdin charges for atoms 1 to 2, given in e: 0.360 -0.291

***

The following is a quantum chemistry calculation of a structure of composition C5H8Br2 in a non-equilibrium geometry, from the Open Molecules 2025 dataset.

ORCA input file:
```
! RIJCOSX wB97M-V def2-TZVPD def2/J DEFGRID3
* xyz 0 1
C 0.674 -0.243 1.136
C 0.325 0.171 -0.035
C 2.071 -0.029 1.665
C -1.426 0.120 -2.088
C -1.269 -0.064 -0.613
Br -1.833 -1.857 -0.072
Br -2.390 1.223 0.350
H 0.165 -0.878 1.873
H 0.939 1.019 -0.532
H 1.695 0.565 2.570
H 2.829 0.492 1.065
H 2.475 -1.122 2.039
H -1.496 1.262 -2.305
H -0.546 -0.206 -2.499
H -2.212 -0.453 -2.553
*
```

As for the molecular weight: 227.9 g/mol. The largest force on an atom comes out at 4.97 eV Å⁻¹. The gap between HOMO and LUMO is 0.3725 Eh. The energy relative to the best compared isomer or geometry (same formula, charge and spin) comes out at 37.2 kcal/mol. The value obtained for the calculated total energy is -5343.2644 a.u. Its HOMO energy is -9.5 eV.

Here are the Löwdin charges for atoms 1 to 2, given in e: -0.297 -0.179

***

The following is a quantum chemistry calculation of the ion C3H2BrN4O with charge -1 in a non-equilibrium geometry, from the Open Molecules 2025 dataset.

ORCA input file:
```
! RIJCOSX wB97M-V def2-TZVPD def2/J DEFGRID3
* xyz -1 1
C 0.422 -0.164 -1.330
C -1.122 1.511 0.687
C -0.569 0.044 0.909
N 1.546 -0.820 -1.702
N 1.978 -1.563 -0.740
N 1.344 -1.508 0.324
N 0.243 -0.567 0.023
O -0.383 0.498 -1.910
Br -0.713 -0.764 2.672
H -1.963 1.567 1.364
H -0.784 1.766 -0.295
*
```

As for the SMILES: C=C(Br)n1nnnc1[O-]. As for the molecular weight: 190.0 g/mol. The largest force on an atom comes out at 8.62 eV Å⁻¹. The gap between HOMO and LUMO (spin up / spin down) is 0.2710 / 0.2710 Eh. The energy relative to the best compared isomer or geometry (same formula, charge and spin) comes out at 0.0 kcal/mol. The value obtained for the calculated total energy is -2983.7482 a.u. Its HOMO energy (spin up / spin down) is -4.2 / -4.2 eV.

Here are the Löwdin charges for atoms 1 to 2, given in e: -0.613 -0.002

***

The following is a quantum chemistry calculation of the molecule C5H5NOS in a non-equilibrium geometry, from the Open Molecules 2025 dataset.

ORCA input file:
```
! RIJCOSX wB97M-V def2-TZVPD def2/J DEFGRID3
* xyz 0 1
C 0.760 -0.958 0.305
C -1.074 0.918 -0.183
C -1.575 2.135 0.118
C 0.690 -1.469 -1.017
C 0.576 -1.861 -2.153
H 1.290 -0.156 2.475
H -0.811 0.569 -1.153
H -1.670 2.387 1.200
H -1.793 2.866 -0.661
H 0.456 -2.196 -3.183
N 1.847 -1.243 0.956
O 2.003 -0.761 2.222
S -0.697 -0.230 1.075
*
```

As for the SMILES: C#C/C(=N/O)SC=C. As for the molecular weight: 127.2 g/mol. The largest force on an atom comes out at 2.12 eV Å⁻¹. The gap between HOMO and LUMO is 0.3482 Eh. The energy relative to the best compared isomer or geometry (same formula, charge and spin) comes out at 113.2 kcal/mol. The value obtained for the calculated total energy is -721.5392 a.u. Its HOMO energy is -9.1 eV.

Here are the Löwdin charges for atoms 1 to 2, given in e: -0.594 -0.503